Record 1
The following is a quantum chemistry calculation of a cluster of 2 separate species, C15H26BN2O7P in total in a non-equilibrium geometry, from the Open Molecules 2025 dataset.

The HOMO energy is 0.6 eV. The HOMO-LUMO gap is 2.760 eV. Its total charge is -2.

Last columns: bonded neighbours and bond lengths (Å).
Element x y z (Å)
1 C -5.1298 -1.4961 1.4147  C2 1.638, H22 1.160, H23 1.151, H24 1.149
2 C -4.0036 -2.1197 2.4282  C1 1.638, C3 1.629, H25 1.158, H26 1.150
3 C -2.8496 -0.9764 2.5517  C2 1.629, C4 1.611, H27 1.161, H28 1.146
4 C -1.3538 -1.5658 2.6584  C3 1.611, C5 1.637, H29 1.162, H30 1.149
5 C -0.4396 -0.6786 1.6301  C4 1.637, C6 1.615, H31 1.156, H32 1.152
6 C 1.1301 -1.0325 1.7737  C5 1.615, C7 1.612, H33 1.163, H34 1.164
7 C 2.1088 0.0151 1.0354  C6 1.612, N8 1.484, H35 1.159, H36 1.158
8 N 1.4716 0.7986 -0.0525  C7 1.484, C9 1.478, C16 1.468
9 C 1.1630 2.2167 0.2257  N8 1.478, C10 1.545, H37 1.140
10 C 0.5057 3.1918 -0.7759  C9 1.545, C11 1.605, H38 1.140
11 C 0.1416 2.6517 -2.2423  C10 1.605, C12 1.577, C15 1.579
12 C -0.5086 3.6492 -3.2765  C11 1.577, O13 1.274, O14 1.450
13 O -1.3662 3.3517 -4.1711  C12 1.274
14 O -0.0790 5.0321 -3.2079  C12 1.450, H39 0.987
15 C 0.4622 1.1298 -2.5175  C11 1.579, C16 1.562, H40 1.142
16 C 1.1217 0.2840 -1.3824  N8 1.468, C15 1.562, B17 1.651
17 B 1.3884 -1.3029 -1.7540  C16 1.651, O18 1.451, N19 1.502
18 O 2.6903 -1.6686 -2.2814  B17 1.451, H41 0.989
19 N 0.2236 -2.2284 -1.5499  B17 1.502, C20 1.493, C21 1.498
20 C -0.6583 -2.3254 -2.7506  N19 1.493, H42 1.161, H43 1.146, H44 1.161
21 C 0.6238 -3.5667 -1.0098  N19 1.498, H45 1.145, H46 1.161, H47 1.164
22 H -5.0805 -0.3480 1.5761  C1 1.160
23 H -4.8359 -1.6681 0.3150  C1 1.151
24 H -6.1776 -1.8930 1.6694  C1 1.149
25 H -4.4423 -2.2408 3.4930  C2 1.158
26 H -3.5774 -3.1024 2.0100  C2 1.150
27 H -2.8985 -0.3833 1.5553  C3 1.161
28 H -3.0474 -0.2135 3.3835  C3 1.146
29 H -0.9358 -1.3890 3.7284  C4 1.162
30 H -1.2630 -2.6850 2.4132  C4 1.149
31 H -0.6323 0.4192 1.9357  C5 1.156
32 H -0.8064 -0.8585 0.5532  C5 1.152
33 H 1.3463 -2.1372 1.4811  C6 1.163
34 H 1.3664 -0.9814 2.9122  C6 1.164
35 H 2.4711 0.7612 1.8443  C7 1.159
36 H 3.0524 -0.5512 0.6759  C7 1.158
37 H 1.4011 2.6126 1.2677  C9 1.140
38 H 0.2837 4.2820 -0.5259  C10 1.140
39 H 0.7476 5.1002 -2.6722  O14 0.987
40 H 0.2175 0.6859 -3.5409  C15 1.142
41 H 3.2544 -2.0557 -1.5665  O18 0.989
42 H -1.6369 -2.8903 -2.4825  C20 1.161
43 H -0.1584 -2.7565 -3.6880  C20 1.146
44 H -0.9942 -1.2414 -2.9970  C20 1.161
45 H 1.7356 -3.8196 -1.1156  C21 1.145
46 H -0.0758 -4.3769 -1.4600  C21 1.161
47 H 0.3616 -3.5518 0.1240  C21 1.164
48 O 3.9029 4.0024 1.7092  P49 1.540
49 P 4.7376 4.3852 0.4733  O48 1.540, O50 1.536, O51 1.538, O52 1.537
50 O 5.8468 5.3641 0.8864  P49 1.536
51 O 3.8247 5.0486 -0.5712  P49 1.538
52 O 5.3704 3.1227 -0.1329  P49 1.537

---

Record 2
The following is a quantum chemistry calculation of a cluster of 2 separate species, C19H32FNO5P in total in a non-equilibrium geometry, from the Open Molecules 2025 dataset.

The HOMO energy is -10.7 eV. The HOMO-LUMO gap is 7.661 eV. Its total charge is +1.

Last columns: bonded neighbours and bond lengths (Å).
Element x y z (Å)
1 C 4.5535 -1.1652 0.2935  C2 1.673, H21 1.190, H22 1.172, H23 1.184
2 C 2.9198 -1.4121 0.5540  C1 1.673, O3 1.470, H24 1.170, H25 1.170
3 O 2.3412 -1.6676 -0.7733  C2 1.470, P4 1.740
4 P 0.6734 -1.1834 -0.8821  O3 1.740, O5 1.613, C6 1.927, O18 1.741
5 O 0.3987 -0.8974 -2.4453  P4 1.613
6 C -0.5868 -2.5574 -0.3940  P4 1.927, C7 1.673, H26 1.181, H27 1.186
7 C -2.0653 -2.3140 -1.1374  C6 1.673, C8 1.641, H28 1.188, H29 1.191
8 C -2.9827 -1.1719 -0.3975  C7 1.641, C9 1.668, C13 1.672, H30 1.189
9 C -2.9502 0.2270 -1.3054  C8 1.668, C10 1.667, H31 1.178, H32 1.184
10 C -4.4717 0.8726 -1.5202  C9 1.667, C11 1.639, H33 1.181, H34 1.191
11 C -5.5961 -0.2298 -1.9763  C10 1.639, N12 1.513, H35 1.192, H36 1.191
12 N -5.3530 -1.6381 -1.4802  C11 1.513, C13 1.516, H37 1.064, H38 1.061
13 C -4.5452 -1.7350 -0.2011  C8 1.672, N12 1.516, C14 1.648, H39 1.189
14 C -5.2939 -1.1024 1.1237  C13 1.648, C15 1.645, H40 1.180, H41 1.192
15 C -6.2654 -2.1613 1.9242  C14 1.645, O16 1.339, O17 1.481
16 O -7.1703 -2.8416 1.2094  C15 1.339
17 O -6.0932 -2.3207 3.3868  C15 1.481, H42 1.003
18 O 0.2479 0.2300 0.0408  P4 1.741, C19 1.471
19 C 0.4043 1.4741 -0.7285  O18 1.471, C20 1.671, H43 1.189, H44 1.170
20 C -0.1902 2.7032 0.2346  C19 1.671, H45 1.189, H46 1.172, H47 1.194
21 H 4.6587 -0.0162 0.0029  C1 1.190
22 H 5.2134 -1.4733 1.2119  C1 1.172
23 H 4.8039 -1.7627 -0.6977  C1 1.184
24 H 2.8536 -2.3039 1.3085  C2 1.170
25 H 2.5423 -0.4411 1.0862  C2 1.170
26 H -0.1558 -3.5819 -0.7919  C6 1.181
27 H -0.7140 -2.6503 0.7819  C6 1.186
28 H -1.9428 -2.0542 -2.2901  C7 1.188
29 H -2.6234 -3.3662 -1.1207  C7 1.191
30 H -2.5154 -0.9689 0.6769  C8 1.189
31 H -2.4916 0.0655 -2.3783  C9 1.178
32 H -2.3623 1.0310 -0.6655  C9 1.184
33 H -4.3698 1.7664 -2.2852  C10 1.181
34 H -4.7576 1.3496 -0.4670  C10 1.191
35 H -5.5855 -0.2566 -3.1678  C11 1.192
36 H -6.6808 0.1577 -1.6719  C11 1.191
37 H -4.8018 -2.1601 -2.2261  N12 1.064
38 H -6.2799 -2.1407 -1.3586  N12 1.061
39 H -4.4195 -2.8961 0.0223  C13 1.189
40 H -4.4593 -0.7638 1.8864  C14 1.180
41 H -5.8932 -0.1239 0.7992  C14 1.192
42 H -6.1794 -1.4457 3.8692  O17 1.003
43 H -0.2645 1.5176 -1.7112  C19 1.189
44 H 1.5375 1.6868 -0.9298  C19 1.170
45 H -1.3226 2.5159 0.5460  C20 1.189
46 H 0.5095 2.9545 1.1407  C20 1.172
47 H -0.2314 3.6508 -0.4899  C20 1.194
48 F 6.7321 0.3656 -0.3539  C49 1.340
49 C 7.0287 1.4495 0.3754  F48 1.340, C50 1.391, C54 1.390
50 C 7.9099 1.3344 1.4449  C49 1.391, C51 1.395, H55 1.085
51 C 8.2229 2.4637 2.2014  C50 1.395, C52 1.397, H56 1.087
52 C 7.6421 3.6946 1.8862  C51 1.397, C53 1.396, H57 1.088
53 C 6.7548 3.7989 0.8139  C52 1.396, C54 1.395, H58 1.087
54 C 6.4507 2.6718 0.0509  C49 1.390, C53 1.395, H59 1.085
55 H 8.3448 0.3685 1.6799  C50 1.085
56 H 8.9168 2.3858 3.0347  C51 1.087
57 H 7.8831 4.5742 2.4792  C52 1.088
58 H 6.3008 4.7571 0.5730  C53 1.087
59 H 5.7701 2.7367 -0.7915  C54 1.085

---

Record 3
The following is a quantum chemistry calculation of an isolated molecule of C10H10N2O3 in a non-equilibrium geometry, from the Open Molecules 2025 dataset.

As for the spin multiplicity: 3. The energy above the lowest of the compared OMol25 structures with the same formula, charge and spin is 3.227 eV. The HOMO energy (spin up / spin down) is -5.6 / -8.7 eV. The HOMO-LUMO gap (spin up / spin down) is 5.867 / 6.129 eV. Its total charge is 0.

Last columns: bonded neighbours and bond lengths (Å).
Element x y z (Å)
1 C -3.5979 1.2023 0.1866  C2 1.384, C3 1.380, H16 1.008
2 C -2.6319 1.7877 -0.6128  C1 1.384, C4 1.336, H17 1.062
3 C -3.2409 0.0611 0.8748  C1 1.380, C5 1.420, H18 1.086
4 C -1.3818 1.3241 -0.6959  C2 1.336, C6 1.426, H19 1.105
5 C -1.9755 -0.5620 0.7093  C3 1.420, C6 1.403, H20 1.097
6 C -1.0095 0.1015 -0.0623  C4 1.426, C5 1.403, N11 1.387
7 C 2.5448 -0.3816 -0.0304  C8 1.377, C9 1.464, N12 1.403
8 C 1.4174 0.3987 0.0953  C7 1.377, N11 1.435, O15 1.353
9 C 2.2781 -1.7878 -0.3389  C7 1.464, C10 1.549, H21 1.139, H22 1.076
10 C 0.7300 -1.8055 -0.3814  C9 1.549, N11 1.486, H23 1.130, H24 1.035
11 N 0.2622 -0.4476 0.0002  C6 1.387, C8 1.435, C10 1.486
12 N 3.8414 0.1378 0.1001  C7 1.403, O13 1.261, O14 1.275
13 O 3.9742 1.3808 0.2677  N12 1.261
14 O 4.8278 -0.6670 0.0245  N12 1.275
15 O 1.2183 1.6612 0.5386  C8 1.353, H25 0.976
16 H -4.4952 1.6561 0.2577  C1 1.008
17 H -2.8287 2.7253 -1.0720  C2 1.062
18 H -4.0414 -0.4241 1.4253  C3 1.086
19 H -0.6078 1.8016 -1.3238  C4 1.105
20 H -1.7115 -1.3728 1.3989  C5 1.097
21 H 2.8364 -2.0172 -1.3043  C9 1.139
22 H 2.7360 -2.3071 0.4846  C9 1.076
23 H 0.3463 -1.9181 -1.4388  C10 1.130
24 H 0.2008 -2.5056 0.1679  C10 1.035
25 H 0.3083 1.9582 0.7293  O15 0.976

---

Record 4
The following is a quantum chemistry calculation of an isolated molecule of C6H10O in a non-equilibrium geometry, from the Open Molecules 2025 dataset.

The SMILES is O=CCCC1CC1. The energy above the lowest of the compared OMol25 structures with the same formula, charge and spin is 1.419 eV. The HOMO energy is -9.5 eV. The HOMO-LUMO gap is 10.340 eV. Its total charge is 0.

Last columns: bonded neighbours and bond lengths (Å).
Element x y z (Å)
1 O 3.0761 0.2566 1.4434  C2 1.203
2 C 2.5629 -0.7200 0.9636  O1 1.203, C3 1.511, H8 1.133
3 C 1.5070 -0.2807 -0.0243  C2 1.511, C4 1.532, H9 1.109, H10 1.076
4 C 0.2361 0.3387 0.5647  C3 1.532, C5 1.513, H11 1.102, H12 1.095
5 C -0.8014 0.6189 -0.5000  C4 1.513, C6 1.502, C7 1.499, H13 1.091
6 C -1.7001 -0.4912 -0.9636  C5 1.502, C7 1.504, H14 1.086, H15 1.088
7 C -2.2487 0.6199 -0.1111  C5 1.499, C6 1.504, H16 1.085, H17 1.087
8 H 3.1491 -1.6886 0.9115  C2 1.133
9 H 2.0078 0.4920 -0.6420  C3 1.109
10 H 1.3783 -1.1543 -0.6386  C3 1.076
11 H 0.4667 1.2726 1.1030  C4 1.102
12 H -0.1720 -0.3529 1.3096  C4 1.095
13 H -0.5052 1.3444 -1.2592  C5 1.091
14 H -1.9917 -0.5239 -2.0094  C6 1.086
15 H -1.5727 -1.4697 -0.5049  C6 1.088
16 H -2.9139 1.3447 -0.5697  C7 1.085
17 H -2.4784 0.3936 0.9271  C7 1.087

---

Record 5
The following is a quantum chemistry calculation of the ion C5H11NO with charge +1 in a non-equilibrium geometry, from the Open Molecules 2025 dataset.

As for the spin multiplicity: 2. The energy above the lowest of the compared OMol25 structures with the same formula, charge and spin is 4.053 eV. The HOMO energy (spin up / spin down) is -14.6 / -14.3 eV. The HOMO-LUMO gap (spin up / spin down) is 9.076 / 5.146 eV. Its total charge is +1.

Last columns: bonded neighbours and bond lengths (Å).
Element x y z (Å)
1 C -1.1322 -1.3038 -0.6371  O2 1.414, C3 1.525, H8 1.120, H9 1.120
2 O -2.3190 -0.5347 -0.6498  C1 1.414, H10 0.940
3 C -0.3600 -1.1855 0.6729  C1 1.525, C4 1.540, H11 1.078, H12 1.148
4 C -0.2478 0.2763 1.1431  C3 1.540, C5 1.531, H13 1.112, H14 1.107
5 C 0.1688 1.2334 0.0228  C4 1.531, N7 1.525, H15 1.148, H16 1.182
6 C 2.3657 0.9153 -0.4770  N7 1.256, H17 1.067, H18 1.119
7 N 1.2208 0.7276 -0.9589  C5 1.525, C6 1.256
8 H -0.4670 -0.8758 -1.4295  C1 1.120
9 H -1.2628 -2.3824 -0.9088  C1 1.120
10 H -2.4064 -0.3761 -1.5720  O2 0.940
11 H 0.6713 -1.4977 0.6318  C3 1.078
12 H -0.8249 -1.7885 1.5316  C3 1.148
13 H 0.3715 0.5454 2.0270  C4 1.112
14 H -1.2999 0.3769 1.4724  C4 1.107
15 H 0.4307 2.2713 0.4379  C5 1.148
16 H -0.7959 1.4264 -0.6329  C5 1.182
17 H 3.2176 0.3418 -0.7659  C6 1.067
18 H 2.6695 1.8301 0.0924  C6 1.119